Formula: C151H168O29
Source: OMol25
Level of theory: ωB97M-V with the def2-TZVPD basis set

XYZ file:
```
348
Properties=species:S:1:pos:R:3:forces:R:3
C -1.218 -7.087 4.779 -0.30 0.06 -1.63
C -2.062 -7.740 3.880 -0.76 -0.38 -1.54
C -2.044 -7.510 2.486 1.80 1.80 0.27
C -1.110 -6.559 1.976 -0.21 -0.49 -0.33
C -0.177 -5.967 2.862 0.20 0.06 -0.43
C -0.253 -6.230 4.250 -0.68 -0.10 0.20
C 0.956 -5.085 2.326 -0.28 -0.12 2.20
O 1.746 -4.616 3.158 -0.81 -0.53 -1.88
C 1.004 -4.784 0.861 -0.40 -0.07 -0.48
C 2.039 -3.938 0.442 -1.96 0.73 -2.12
C 1.905 -3.408 -0.891 0.13 -1.30 0.89
C 0.924 -3.889 -1.761 -0.16 -0.05 0.12
C -0.071 -4.798 -1.376 1.20 -0.13 1.05
C -0.037 -5.242 -0.056 -0.28 -0.45 1.27
C -1.113 -6.254 0.441 -0.45 -1.35 -0.37
O -1.878 -6.889 -0.338 2.30 2.26 2.13
H -1.369 -7.231 5.839 0.29 0.01 0.06
H -2.816 -8.451 4.185 0.01 -0.03 0.50
H -2.668 -7.938 1.715 -0.40 -0.39 0.48
H 0.340 -5.752 5.016 0.63 0.36 -0.61
H 2.782 -3.560 1.130 -0.05 -0.18 0.04
H 2.610 -2.693 -1.286 0.19 0.08 0.10
H 0.913 -3.569 -2.792 0.08 0.30 -0.05
H -0.775 -5.217 -2.080 -0.16 0.14 0.08
C 0.428 0.180 16.042 0.50 1.40 0.69
C -0.659 -0.532 15.666 -1.15 -1.32 -2.03
C -0.870 -0.681 14.276 1.03 0.49 -0.53
C 0.015 -0.105 13.318 -0.97 -0.27 1.45
C 1.011 0.755 13.788 0.79 0.25 -2.70
C 1.138 0.905 15.105 1.28 0.17 2.79
C 1.931 1.507 12.822 0.95 2.36 1.82
O 2.867 2.258 13.214 -2.60 -2.48 -0.90
C 1.533 1.454 11.406 0.96 0.01 -1.42
C 2.289 2.209 10.479 -1.34 -0.45 -2.16
C 2.059 2.024 9.056 -1.05 0.26 2.26
C 1.007 1.203 8.626 0.70 -0.38 1.08
C 0.295 0.418 9.557 0.54 0.99 0.31
C 0.543 0.564 10.943 0.77 -0.01 -1.45
C -0.210 -0.303 11.870 0.77 1.48 1.06
O -1.044 -1.050 11.485 -1.70 -1.84 -1.00
H 0.822 0.430 17.016 -0.81 -0.71 0.62
H -1.389 -1.074 16.248 0.33 0.21 0.70
H -1.707 -1.269 13.931 0.02 -0.03 -0.15
H 1.860 1.516 15.626 0.50 0.43 -0.96
H 2.899 3.038 10.808 0.46 -0.40 0.19
H 2.561 2.612 8.302 0.32 0.13 0.20
H 0.827 1.161 7.562 -0.22 -0.30 -0.05
H -0.456 -0.284 9.224 -0.07 -0.02 0.05
C -9.240 3.334 3.157 0.07 -1.90 -0.40
C -9.231 4.622 3.621 1.00 0.34 1.16
C -8.138 4.988 4.419 -0.15 0.79 -0.42
C -7.014 4.195 4.567 0.20 -1.42 -0.89
C -7.010 2.889 4.040 -0.89 0.17 0.08
C -8.192 2.443 3.403 1.23 0.43 0.92
C -5.832 1.992 4.272 -1.26 -3.65 -2.02
O -5.824 0.801 3.846 -0.32 2.95 0.93
C -4.693 2.487 4.990 2.88 1.20 1.00
C -3.538 1.676 5.182 -0.09 0.05 0.44
C -2.405 2.101 5.924 -2.13 0.45 -0.52
C -2.444 3.396 6.407 -0.52 0.38 -0.12
C -3.561 4.255 6.219 1.41 -0.68 -0.63
C -4.646 3.837 5.443 0.71 -1.22 0.80
C -5.790 4.727 5.220 -1.46 -0.47 -0.02
O -5.844 5.857 5.605 0.88 1.74 0.74
H -10.064 2.868 2.638 -0.37 0.46 -0.12
H -10.038 5.326 3.482 -0.11 -0.14 -0.10
H -8.103 5.958 4.894 -0.05 0.15 -0.08
H -8.262 1.379 3.230 -0.10 0.02 -0.55
H -3.550 0.683 4.759 -0.17 -0.13 0.02
H -1.584 1.472 6.235 0.04 -0.29 -0.55
H -1.536 3.709 6.900 -0.20 0.51 0.40
H -3.450 5.258 6.604 -0.49 0.13 -0.07
C 6.270 -0.866 -2.293 -0.73 1.37 -0.78
C 7.018 -1.813 -2.948 1.08 -0.07 -2.63
C 7.313 -1.631 -4.336 -1.58 1.65 -0.44
C 6.748 -0.542 -5.079 0.14 -0.53 1.00
C 5.928 0.415 -4.401 0.23 -1.22 1.07
C 5.673 0.215 -3.015 1.72 -0.47 -0.23
C 5.449 1.653 -5.060 -1.49 1.69 1.39
O 4.670 2.452 -4.464 1.95 -2.06 -1.80
C 6.001 1.935 -6.420 0.16 0.93 -0.72
C 5.845 3.229 -6.970 0.25 -0.53 -1.38
C 6.354 3.556 -8.268 -0.85 -0.05 2.64
C 6.938 2.571 -9.016 1.18 -0.74 -0.28
C 7.175 1.312 -8.480 -0.87 -0.74 1.93
C 6.736 0.975 -7.155 -0.15 0.66 -0.84
C 7.074 -0.373 -6.555 0.12 0.67 0.00
O 7.641 -1.197 -7.243 -0.25 -0.13 0.65
H 6.225 -0.837 -1.214 -0.34 -0.27 0.09
H 7.497 -2.684 -2.525 -0.14 0.15 0.64
H 7.960 -2.243 -4.948 0.07 -0.51 0.41
H 5.259 1.017 -2.421 -0.54 0.01 -0.19
H 5.264 3.988 -6.466 0.18 -0.04 0.40
H 6.334 4.607 -8.516 -0.19 -0.09 -0.56
H 7.391 2.752 -9.980 -0.23 0.30 -0.19
H 7.706 0.546 -9.027 0.04 0.03 -0.09
C 2.793 1.793 -8.269 0.27 0.75 -1.80
C 2.447 2.528 -7.161 -2.13 -0.18 -0.16
C 1.078 2.940 -7.025 2.39 -0.22 -0.21
C 0.158 2.705 -8.038 0.87 0.27 0.20
C 0.600 2.104 -9.268 0.54 -0.43 0.76
C 1.935 1.662 -9.398 -0.67 0.41 1.95
C -0.392 1.734 -10.314 -0.50 -0.09 0.40
O -0.070 1.203 -11.358 -0.06 0.31 0.28
C -1.842 1.941 -9.944 -1.18 0.13 -0.16
C -2.803 1.468 -10.866 -0.20 0.60 0.14
C -4.154 1.633 -10.635 -0.95 0.53 2.54
C -4.614 2.303 -9.447 2.11 0.03 -0.80
C -3.653 2.858 -8.554 -1.12 -1.51 -0.73
C -2.297 2.599 -8.743 1.35 -0.59 -2.40
C -1.254 3.101 -7.781 -2.00 -1.10 -1.37
O -1.728 3.706 -6.860 1.28 0.96 1.57
H 3.821 1.508 -8.439 0.20 -0.29 0.29
H 3.133 2.744 -6.355 0.11 -0.07 0.02
H 0.950 3.467 -6.091 -1.10 0.09 -0.09
H 2.326 1.166 -10.274 -0.38 0.05 -0.17
H -2.602 1.037 -11.835 0.87 -0.23 0.20
H -4.887 1.129 -11.247 -0.01 0.23 -0.36
H -5.669 2.417 -9.245 -0.06 0.00 -0.01
H -4.022 3.314 -7.647 0.29 0.25 0.04
C 7.610 5.071 2.486 -3.50 -0.69 1.44
C 8.714 4.846 1.748 -0.60 -0.48 -1.49
C 8.855 3.597 1.190 1.06 -1.42 0.30
C 8.019 2.479 1.493 -0.46 1.82 -0.28
C 6.785 2.755 2.130 0.83 2.17 0.45
C 6.564 4.077 2.684 2.68 -0.21 -1.06
C 5.714 1.761 2.159 -2.67 -1.14 1.46
O 4.601 2.078 2.620 1.74 -0.75 -1.00
C 6.016 0.291 1.772 0.04 1.35 -0.20
C 5.097 -0.757 1.923 0.05 0.93 0.95
C 5.469 -2.094 1.797 -2.11 0.96 -0.46
C 6.688 -2.380 1.303 1.51 0.29 0.33
C 7.610 -1.342 1.152 0.66 -0.72 -0.46
C 7.312 0.017 1.332 0.98 -1.08 -0.18
C 8.379 1.091 1.085 0.52 0.35 -0.08
O 9.502 0.910 0.633 -1.34 -0.79 0.31
H 7.441 6.090 2.804 -0.27 0.01 0.42
H 9.256 5.695 1.359 0.58 -0.13 0.34
H 9.748 3.542 0.585 -0.06 -0.95 -0.26
H 5.687 4.354 3.251 -0.21 -0.27 -0.19
H 4.116 -0.476 2.276 -0.17 -0.11 0.02
H 4.743 -2.879 1.955 -0.12 0.01 0.20
H 6.960 -3.415 1.158 0.33 0.03 -0.12
H 8.591 -1.731 0.926 0.41 0.78 -0.35
C -2.702 -2.584 -9.983 2.31 -1.95 -0.38
C -1.727 -2.106 -9.121 0.30 0.99 -0.95
C -2.100 -1.262 -8.111 0.00 0.52 0.80
C -3.428 -0.913 -7.869 -1.96 -1.22 -0.38
C -4.458 -1.499 -8.706 1.93 0.35 -0.17
C -3.976 -2.355 -9.768 -5.25 2.61 1.93
C -5.943 -1.144 -8.584 0.40 -0.55 -0.16
O -6.816 -1.692 -9.250 1.14 0.78 0.67
C -6.242 -0.113 -7.544 0.41 1.34 1.30
C -7.525 0.480 -7.410 -0.02 -1.92 -1.45
C -7.815 1.387 -6.466 0.58 1.79 1.90
C -6.806 1.755 -5.565 -2.30 1.28 1.08
C -5.616 1.194 -5.553 2.97 -1.19 -1.27
C -5.258 0.350 -6.610 0.61 -1.37 -0.22
C -3.797 -0.074 -6.678 2.50 1.36 1.58
O -2.893 0.331 -5.849 -3.79 -1.60 -3.05
H -2.511 -3.329 -10.741 0.66 0.30 -0.39
H -0.695 -2.146 -9.439 0.23 -0.53 0.44
H -1.369 -0.824 -7.447 0.19 0.08 -0.02
H -4.789 -2.635 -10.421 0.19 -0.64 -0.26
H -8.346 0.158 -8.034 0.19 -0.22 -0.42
H -8.761 1.886 -6.317 -0.28 -0.28 -0.48
H -6.877 2.467 -4.756 -1.09 0.32 -0.08
H -4.882 1.497 -4.820 0.21 -0.18 -0.03
C -0.152 -0.241 -4.405 -0.71 -0.92 -1.56
C 1.025 0.463 -4.443 0.55 0.15 -0.18
C 1.733 0.720 -3.268 -0.26 -0.32 0.19
C 1.208 0.281 -2.051 -0.32 -0.95 -0.51
C -0.005 -0.481 -2.079 0.52 0.37 0.18
C -0.690 -0.721 -3.272 0.46 -0.27 2.92
C -0.557 -1.102 -0.857 -0.60 -0.05 1.23
O -1.511 -1.866 -0.854 0.37 0.15 -0.57
C 0.024 -0.681 0.450 0.17 0.03 0.29
C -0.591 -1.122 1.649 -0.91 0.17 -1.82
C -0.200 -0.640 2.855 0.68 0.64 0.49
C 0.878 0.219 2.860 1.24 0.58 0.24
C 1.586 0.610 1.721 -0.59 -0.43 0.46
C 1.128 0.187 0.472 0.81 -0.64 0.34
C 1.940 0.546 -0.767 -0.79 1.56 0.87
O 2.966 1.221 -0.648 -1.13 -1.39 -0.69
H -0.691 -0.651 -5.246 0.32 0.85 -0.85
H 1.352 0.726 -5.438 0.53 0.26 0.16
H 2.714 1.169 -3.225 0.03 0.37 -0.35
H -1.564 -1.351 -3.206 -0.11 0.05 -0.28
H -1.487 -1.718 1.563 0.13 -0.28 -0.13
H -0.653 -0.843 3.814 -0.29 -0.44 -0.13
H 1.245 0.550 3.820 0.09 0.22 0.13
H 2.489 1.187 1.858 0.02 0.23 -0.30
C 1.760 4.056 4.352 -0.04 -0.48 0.24
C 1.786 5.482 3.821 -1.36 -1.43 0.96
C 1.250 6.525 4.776 0.39 -1.05 0.46
O 3.103 5.749 3.538 1.77 0.40 -0.90
H 2.303 3.388 3.683 -0.06 0.11 -0.33
H 0.727 3.712 4.397 -0.08 -0.09 0.13
H 2.238 3.888 5.317 -0.06 0.44 0.29
H 1.124 5.370 2.962 0.17 0.69 -0.74
H 0.296 6.205 5.194 -0.44 0.57 -0.51
H 1.310 7.493 4.279 -0.52 0.17 0.40
H 1.902 6.473 5.648 0.30 0.48 0.02
H 3.204 6.671 3.288 -0.04 0.16 0.00
C -5.304 -2.743 2.237 0.06 0.25 -0.44
C -3.845 -3.091 2.114 1.81 -1.44 2.49
C -3.091 -2.726 3.468 -1.12 1.08 -0.57
O -3.644 -4.520 2.085 0.28 -0.01 0.14
H -5.712 -2.885 1.237 -0.58 0.25 0.09
H -5.442 -1.727 2.606 -0.03 0.19 -0.40
H -5.830 -3.379 2.948 0.25 -0.29 -0.06
H -3.322 -2.710 1.237 -0.32 0.56 -0.06
H -3.651 -3.198 4.276 0.23 -0.44 -0.02
H -3.218 -1.668 3.697 -0.19 0.42 -0.27
H -2.016 -2.855 3.594 -0.06 -0.77 -0.55
H -4.274 -5.005 1.547 -0.30 0.04 -0.51
C -4.091 -5.115 -2.213 -0.09 -0.90 -0.63
C -5.220 -5.315 -1.203 0.11 -0.98 0.73
C -6.614 -5.742 -1.786 1.21 0.56 0.25
O -4.763 -6.298 -0.183 -0.86 1.06 -0.90
H -3.212 -4.599 -1.825 -0.25 0.31 0.25
H -4.404 -4.671 -3.157 -0.18 0.43 0.25
H -3.715 -6.090 -2.525 0.00 -0.35 0.01
H -5.282 -4.368 -0.667 -0.57 0.10 0.10
H -7.399 -5.793 -1.032 0.23 0.21 0.19
H -6.606 -6.719 -2.269 0.37 0.02 -0.08
H -6.879 -4.985 -2.524 -0.27 -0.10 -0.03
H -3.904 -6.602 -0.486 0.33 -0.21 0.16
C -4.400 0.394 0.296 0.93 -0.37 1.71
C -3.942 0.750 -1.057 -0.57 0.27 -0.43
C -4.218 -0.397 -1.988 0.48 0.41 -1.07
O -4.740 1.896 -1.386 -0.07 -0.30 -1.34
H -5.489 0.365 0.340 0.09 0.01 -0.01
H -4.004 1.151 0.973 -0.39 0.05 0.43
H -3.985 -0.560 0.624 -0.04 -0.16 0.10
H -2.906 1.078 -1.147 0.34 -0.35 0.39
H -5.303 -0.485 -2.050 0.02 -0.33 -0.32
H -3.716 -1.331 -1.736 -0.31 0.02 0.72
H -3.743 -0.174 -2.943 -0.58 0.21 -0.53
H -4.340 2.626 -0.907 -0.01 0.39 0.22
C -3.059 4.096 2.370 0.53 0.54 0.86
C -2.607 4.160 0.908 2.16 -0.06 1.68
C -1.541 3.089 0.605 -0.28 0.27 1.14
O -3.743 4.021 0.171 -1.99 -0.72 -2.07
H -2.299 4.013 3.146 0.71 0.14 -0.29
H -3.682 3.237 2.620 -0.33 0.03 -0.72
H -3.569 5.027 2.619 -0.43 -0.09 -0.01
H -2.137 5.111 0.658 0.01 0.34 0.32
H -1.289 3.013 -0.453 -0.21 -0.40 0.10
H -1.804 2.190 1.162 -0.45 -0.70 -0.92
H -0.639 3.306 1.176 0.28 0.69 -0.26
H -4.102 4.849 -0.155 0.18 0.07 0.14
C 5.114 0.899 7.093 0.21 -0.23 -0.17
C 6.158 1.871 6.570 -2.15 1.29 0.41
C 5.417 3.164 6.275 -0.56 1.04 -0.34
O 7.006 2.181 7.637 1.33 -0.78 0.65
H 4.693 1.207 8.049 0.39 -0.02 0.16
H 5.618 -0.066 7.156 -0.54 -0.23 0.25
H 4.264 0.886 6.411 0.13 -0.42 -0.26
H 6.598 1.385 5.699 0.65 0.38 -0.10
H 4.999 3.540 7.210 -0.17 -0.34 0.34
H 4.570 3.121 5.590 0.15 -0.37 -0.28
H 6.009 4.027 5.970 0.57 -0.23 -0.43
H 7.342 3.079 7.589 -0.01 -0.03 -0.32
C 3.186 -2.007 5.384 1.28 -0.14 -0.04
C 3.734 -3.234 6.190 -0.79 1.59 0.25
C 4.564 -3.024 7.448 0.34 1.91 0.02
O 2.482 -3.783 6.586 0.15 -1.52 -0.12
H 3.961 -1.253 5.254 0.05 0.04 -0.21
H 2.295 -1.512 5.771 0.17 -0.22 0.63
H 2.878 -2.395 4.413 0.12 0.01 -0.13
H 4.376 -3.797 5.512 -0.60 -0.70 -0.34
H 5.333 -2.275 7.259 0.19 0.08 -0.28
H 5.142 -3.843 7.878 -0.58 -0.52 -0.26
H 3.949 -2.530 8.200 -0.12 -0.30 0.26
H 2.669 -4.524 7.167 -0.25 -0.27 0.14
C -0.926 -4.469 7.536 1.08 -1.27 0.03
C -1.195 -3.289 6.665 -0.84 1.10 1.12
C -2.305 -2.453 7.313 0.35 -0.34 -0.20
O -0.051 -2.450 6.526 -0.84 0.45 -0.30
H -1.746 -5.168 7.703 -0.40 0.39 -0.11
H -0.504 -4.210 8.507 -0.07 0.26 0.02
H -0.183 -5.076 7.019 0.34 -0.19 0.11
H -1.651 -3.633 5.737 0.63 -0.01 -0.56
H -2.511 -1.563 6.719 -0.24 -0.05 -0.01
H -2.067 -2.160 8.335 0.18 0.03 0.02
H -3.153 -3.138 7.357 -0.41 0.40 -0.05
H 0.791 -2.911 6.488 0.16 -0.69 -0.04
C 1.316 4.092 -3.286 -0.05 -0.54 0.56
C 0.795 5.530 -3.487 -0.32 -2.15 -0.61
C -0.174 5.923 -2.409 -0.67 0.33 -0.02
O 1.871 6.435 -3.466 0.29 -0.03 -0.10
H 1.425 3.912 -2.216 -0.23 -0.14 0.31
H 2.296 3.788 -3.651 0.31 0.77 -0.59
H 0.677 3.305 -3.686 -0.49 0.24 0.13
H 0.284 5.540 -4.450 0.14 0.44 -0.24
H -0.529 6.893 -2.756 0.23 0.50 0.87
H 0.350 5.874 -1.455 -0.03 0.67 0.11
H -1.102 5.371 -2.261 0.16 -0.69 -0.50
H 2.515 5.915 -2.980 0.64 0.54 0.00
C 1.866 -3.640 -5.563 0.30 -0.15 0.79
C 2.998 -3.780 -6.555 2.38 -0.17 -0.30
C 3.501 -2.458 -7.171 -0.36 -0.19 -0.51
O 4.141 -4.529 -5.999 -0.94 0.45 1.37
H 1.666 -4.614 -5.116 -0.42 -0.09 -0.41
H 0.987 -3.197 -6.031 -0.07 -0.45 -0.27
H 2.031 -3.009 -4.690 0.75 0.39 -0.14
H 2.692 -4.471 -7.341 -0.60 0.50 -0.41
H 2.678 -2.111 -7.795 0.08 0.37 -0.19
H 4.383 -2.580 -7.801 -0.14 -0.56 -0.35
H 3.840 -1.627 -6.553 -0.54 -0.27 0.87
H 4.849 -4.697 -6.624 -0.35 0.35 -0.43
C -6.038 -4.060 -6.557 0.81 0.22 0.40
C -6.511 -4.088 -5.111 0.03 0.57 0.75
C -6.252 -2.749 -4.291 -0.16 -0.16 -0.19
O -7.875 -4.522 -5.064 0.26 0.42 0.36
H -6.472 -3.204 -7.075 0.07 -0.15 -0.18
H -6.179 -4.983 -7.119 -0.75 -0.03 0.26
H -4.949 -4.008 -6.553 0.23 0.63 -0.03
H -5.963 -4.849 -4.556 0.03 -0.22 -0.16
H -6.847 -1.872 -4.546 -0.30 -0.10 -0.80
H -5.225 -2.384 -4.311 0.28 -0.31 -0.50
H -6.439 -2.790 -3.218 -0.21 -0.86 0.11
H -8.412 -3.734 -5.166 -0.25 0.03 -0.07
C 3.186 5.631 0.004 0.54 0.73 -0.33
C 4.691 5.818 0.233 -0.91 -2.87 1.33
C 5.585 5.154 -0.767 -0.38 0.56 -0.85
O 4.999 7.147 0.333 0.54 2.21 -0.16
H 2.812 6.257 0.814 -0.88 -0.09 -0.26
H 2.764 4.627 0.059 0.39 -0.11 0.19
H 2.951 6.059 -0.970 -0.35 0.21 0.08
H 4.810 5.423 1.242 0.48 -0.70 0.04
H 5.350 5.685 -1.689 0.27 0.08 -0.41
H 5.313 4.121 -0.981 0.24 -0.12 0.42
H 6.640 5.331 -0.561 -0.04 -0.36 0.12
H 4.780 7.405 1.231 0.06 0.35 -0.13
C -2.088 -4.007 -5.352 -0.02 -0.75 -0.07
C -1.743 -5.484 -5.157 -0.26 -0.47 -0.90
C -2.828 -6.493 -5.561 0.10 0.63 1.24
O -0.655 -5.770 -5.975 1.85 0.43 -1.52
H -2.386 -3.738 -6.365 0.08 -0.36 -0.23
H -1.165 -3.467 -5.136 -0.31 0.42 0.35
H -2.944 -3.778 -4.718 0.30 0.41 0.32
H -1.326 -5.617 -4.159 -0.92 -0.08 0.64
H -2.926 -6.587 -6.643 -0.09 0.49 0.05
H -3.741 -6.163 -5.064 -0.41 -0.50 -0.26
H -2.527 -7.476 -5.200 -0.22 -0.10 0.18
H -0.356 -6.677 -5.877 -0.17 -0.07 0.16
```
Forces are in eV/Å.

For the gap between HOMO and LUMO, the calculation gives 7.89 eV. For the calculated total energy, the calculation gives -8036.55106 Eh.